A) The molecule C9H18N2, computed with ωB97M-V with the def2-TZVPD basis set.

```
! wB97M-V def2-TZVPD RIJCOSX def2/J DEFGRID3
* xyz 0 1
C 1.14444 0.43956 -2.09451
C -0.15646 1.16239 -1.70982
C -1.14868 1.60654 -2.83736
C -0.02798 2.05667 -0.55326
N -0.91836 0.92832 -0.51057
N -0.58506 0.00660 0.46840
C -1.04618 -1.35577 0.28381
C 0.01043 -2.28612 0.85732
C 0.39161 -1.92715 2.29095
C 0.87751 -0.50404 2.43849
C -0.10288 0.45096 1.77925
H 1.64946 -0.05151 -1.21245
H 1.02111 -0.27503 -2.88358
H 1.84190 1.15744 -2.49370
H -0.88957 2.63198 -3.29675
H -2.08167 1.77257 -2.26609
H -1.17184 0.85243 -3.65336
H -0.27436 3.08457 -0.78716
H 1.05871 1.93923 -0.26498
H -1.94897 -1.56054 0.84600
H -1.08735 -1.49331 -0.84791
H -0.34104 -3.34113 0.78201
H 0.96714 -2.23879 0.30515
H -0.52674 -1.94412 2.87306
H 1.15020 -2.55219 2.89246
H 1.82301 -0.34270 1.94485
H 0.85943 -0.13886 3.49371
H -0.95027 0.51057 2.42626
H 0.46246 1.41145 1.72978
*
```

## Properties
SMILES = CC1(C)CN1N1CCCCC1
LUMO energy = 0.95 eV

natural (NBO) population analysis, charges in e, atoms 1 to 6:
1. C -0.6355
2. C 0.0967
3. C -0.6202
4. C -0.2867
5. N -0.2539
6. N -0.3417



B) A cluster of 2 separate species, C9H18N2 in total, computed with ωB97M-V with the def2-TZVPD basis set.

```
! wB97M-V def2-TZVPD RIJCOSX def2/J DEFGRID3
* xyz 0 1
C 2.42115 1.62780 1.14225
C 2.20442 0.79948 0.10367
C -1.47719 0.79696 1.33662
C -0.64403 0.64983 0.12824
C -1.97998 0.01035 0.13650
C 2.51447 1.27696 -1.29197
C -2.11946 -1.48866 0.30563
C -3.06410 0.62089 -0.74398
C 1.65030 -0.50206 0.30974
N 1.14445 -2.76899 -0.38350
N 1.75962 -1.52407 -0.58203
H 2.20702 1.33724 2.15415
H 2.78903 2.62657 0.99114
H -1.22211 0.23180 2.22413
H -1.92074 1.75955 1.56984
H -0.41478 1.48194 -0.51617
H 2.06152 2.25351 -1.45379
H 3.59018 1.38366 -1.42609
H 2.13831 0.60364 -2.05670
H -2.04191 -1.98925 -0.66158
H -3.09056 -1.73552 0.73468
H -1.35051 -1.87305 0.97252
H -2.63885 1.02121 -1.66438
H -3.56781 1.43669 -0.22744
H -3.81038 -0.12317 -1.01385
H 1.46171 -0.80586 1.33009
H 1.42921 -3.12940 0.52509
H 0.12507 -2.67967 -0.37974
H 1.84592 -1.29839 -1.56308
*
```

## Properties
LUMO energy (alpha / beta) = 0.72 / 0.65 eV

natural (NBO) population analysis, charges in e, atoms 1 to 6:
1. C -0.3996
2. C -0.0660
3. C -0.4643
4. C -0.2358
5. C -0.1231
6. C -0.6409



It turns out A) is the most stable, with the second structure 162.5 kJ/mol higher.